Computed, not measured: a structure of composition C16H26Al3BCaClF11KN2O11S at a distorted geometry, with wB97M-V/def2-TZVPD.

Properties
- F_max (eV/Å) = 4.9
- net charge = +1
- E_HOMO (eV) = -10.190

Positions of all 74 atoms, in Å:
C: 6.93777 -5.08443 0.49139
C: 5.94943 -4.01730 0.04295
C: 4.95529 -3.70009 1.12390
C: 3.96485 -2.61799 0.62543
O: 4.66635 -1.40887 0.10608
C: 4.75491 -0.60149 1.13220
N: 4.64790 0.14475 2.00600
C: 2.97056 -3.25164 -0.37603
C: 1.98616 -4.22778 0.33644
O: 2.44496 -4.63980 1.61902
S: 3.96070 -5.10151 1.67161
O: 4.28864 -5.23101 3.04461
O: 4.24581 -6.27921 0.95562
H: 6.52384 -6.12330 0.49981
H: 7.74418 -5.08965 -0.28284
H: 7.43590 -4.82394 1.46210
H: 5.56268 -4.30074 -0.93504
H: 6.49604 -3.08840 -0.11049
H: 5.59242 -3.29261 2.02271
H: 3.37888 -2.31267 1.49421
H: 3.45328 -3.80088 -1.19130
H: 2.37546 -2.43357 -0.89577
H: 1.67583 -5.05571 -0.29872
H: 1.07583 -3.66062 0.51356
Al: 6.66741 -3.38791 3.38412
F: 2.31909 2.07406 2.26035
Al: 2.91608 3.30730 3.32032
F: 1.63638 4.30887 3.81109
F: 4.09720 4.20998 2.49333
F: 3.61473 2.55731 4.68023
F: 1.57516 -8.13671 -4.14481
Al: 0.83339 -7.15133 -2.94141
F: 0.35519 -8.09768 -1.63698
F: -0.49651 -6.35112 -3.59406
F: 1.97656 -5.96478 -2.37895
Cl: 8.31822 -2.95905 1.91204
K: 8.58657 -6.44357 1.21933
F: 2.90724 -8.98583 -5.41211
Ca: 3.03826 -0.74264 -1.74152
O: -0.54842 2.86778 1.20136
C: -1.38546 2.85801 2.05614
O: -2.45928 3.66022 1.93278
C: -3.61303 3.59852 2.78428
C: -3.41890 4.42016 4.04008
C: -1.21623 2.03613 3.30797
H: -3.88186 2.56365 3.00012
H: -4.43390 4.01788 2.20260
H: -2.59573 4.04064 4.64496
H: -4.32490 4.41147 4.64593
H: -3.17728 5.45100 3.78359
H: -0.61676 2.60359 4.02032
H: -0.68535 1.12437 3.04671
H: -2.15416 1.73468 3.77056
C: -4.74500 5.63927 -3.29645
C: -4.89466 5.33597 -1.83433
O: -5.85216 5.70785 -1.17902
N: -3.91267 4.61063 -1.22350
C: -2.71055 4.07691 -1.80293
H: -5.60655 6.21053 -3.62706
H: -3.84733 6.23265 -3.47896
H: -4.70532 4.71080 -3.86687
H: -4.08164 4.44568 -0.23911
H: -2.71744 2.99060 -1.66929
H: -1.85158 4.49272 -1.26907
H: -2.63449 4.31413 -2.85794
B: -8.10671 3.77866 -3.12585
O: -9.15065 2.74849 -3.43976
C: -8.65016 1.86832 -4.25823
O: -9.21152 0.91777 -4.70375
C: -7.17137 2.26328 -4.56538
O: -6.42856 1.66401 -5.27944
O: -6.89026 3.35457 -3.90794
F: -7.82716 3.77536 -1.77800
F: -8.51730 5.01917 -3.53846